46
Properties=species:S:1:pos:R:3 method="wB97M-V/def2-TZVPD" de_lowest_kj_mol=143.4 total_charge=0 e_lumo_ev=0.65 spin_multiplicity=1 smiles="COc1ccc(OC)c(NC(=O)CCC(=O)Oc2ccc(C)cc2)c1" homo_energy_ha=-0.2886
C 3.003 -2.349 1.792
C -1.024 4.931 0.827
C 2.194 -1.228 1.942
O 3.493 -4.368 0.517
C -2.707 -0.717 -1.784
H -0.031 6.121 2.292
H -1.387 6.929 1.509
O 0.293 0.094 1.145
O -0.286 -3.430 -2.160
C -2.282 4.445 1.166
H -3.661 -0.596 -2.304
C -0.622 2.914 -0.445
H 2.401 -0.553 2.757
C -1.818 -1.656 -2.600
H 0.029 2.321 -1.066
H 0.143 6.717 0.644
H 4.236 -4.818 2.402
O -2.362 1.198 -0.474
C -0.550 6.255 1.342
C 0.914 -1.887 0.015
H 5.333 -3.883 1.346
H 1.538 -3.697 -0.931
C 4.569 -4.667 1.370
C 0.437 0.974 2.232
H -0.555 -0.680 -0.636
H 0.335 0.448 3.186
H -0.366 1.703 2.132
C 2.768 -3.240 0.758
H 1.399 1.494 2.202
N -0.145 -1.579 -0.843
C -0.207 4.149 0.021
C -0.675 -2.327 -1.845
O -1.494 1.216 -2.559
H -2.915 -1.108 -0.788
C -2.715 3.216 0.706
H 4.995 -5.596 0.992
H -2.932 5.036 1.793
C -1.884 2.452 -0.102
C -2.101 0.670 -1.678
H 3.805 -2.499 2.496
H 0.775 4.508 -0.250
H -3.690 2.836 0.966
H -2.411 -2.459 -3.040
C 1.151 -0.983 1.072
H -1.373 -1.087 -3.422
C 1.718 -2.999 -0.131